Entry 1:
Density functional theory data (ωB97M-V with the def2-TZVPD basis set) for a cluster of 13 separate species, C3H30NO14S in total.

```
49
Properties=species:S:1:pos:R:3
O -0.45588 1.09036 -1.72527
C 0.50346 0.29552 -1.72095
O 1.65344 0.57304 -2.04526
C 0.15576 -1.14185 -1.20111
C 1.20496 -2.19660 -1.64942
S 0.44257 -3.84162 -1.57954
N 0.09020 -1.05302 0.24326
H -0.74850 -1.38065 -1.72931
H 1.52600 -2.05000 -2.68477
H 2.11322 -2.28725 -1.00246
H -0.78719 -3.54555 -1.17355
H -0.58096 -0.34373 0.45550
H 1.01477 -0.88724 0.58240
H 2.45104 1.33128 0.91504
H 3.25489 0.09194 0.35952
O 2.70181 0.41543 1.10826
H -3.69691 2.32546 -1.77087
H -2.39954 1.94027 -1.30502
O -3.03221 2.69929 -1.19672
H -2.00039 -1.24298 2.33326
H -1.66357 -2.11995 1.06855
O -2.31051 -1.93251 1.74317
H -0.77235 1.09003 3.95902
H 0.04272 0.13295 3.14246
O -0.90600 0.46585 3.23577
H -2.37095 0.96180 2.60391
H -2.62127 2.04592 1.56353
O -3.08500 1.47503 2.16025
H 1.99266 -3.05290 1.13306
H 3.20595 -2.13668 1.55404
O 2.49034 -2.70494 1.85736
H 1.91810 -0.13635 2.55787
H 1.64642 -1.44533 3.42672
O 1.57534 -0.47934 3.40835
H -3.09342 -0.45594 0.75444
H -3.83643 0.88562 0.81362
O -3.46501 0.23317 0.18894
H 3.05319 -0.20310 -1.39811
H 4.47547 -0.43059 -1.88760
O 3.84979 -0.73447 -1.22579
H 0.88524 2.73147 -2.96801
H -0.27719 3.34581 -2.37070
O 0.60866 3.61254 -2.63351
H 0.80297 2.99403 0.17049
H 1.84762 2.79599 -0.73999
O 1.74754 2.80144 0.23881
H -3.16683 -0.18718 -1.73731
H -2.66636 0.07095 -3.16881
O -3.31765 -0.41545 -2.66357
```

The total charge is 0. As for the spin multiplicity: 2. The calculation puts the HOMO energy (alpha / beta) at -10.433 / -10.362 eV. For the max |F|, the calculation gives 4.7 eV Å⁻¹. The calculation puts the HOMO-LUMO gap (alpha / beta) at 10.33 / 5.22 eV.

Mulliken population analysis, charges in e, atoms 1 to 5: -0.5440 0.0807 -0.7346 0.0319 -0.7147

=====

Entry 2:
Density functional theory data (ωB97M-V with the def2-TZVPD basis set) for a structure of composition C33H48GeN7O2SeTi.

```
93
Properties=species:S:1:pos:R:3
Ti -0.09019 -0.25162 0.72440
O 1.52838 5.05206 0.99108
C 0.66183 4.92489 -0.00858
C 0.38107 6.07660 -0.74809
C -0.51362 6.02785 -1.78888
C -1.16879 4.83249 -2.13968
C -0.89401 3.69302 -1.44303
C 0.03271 3.70273 -0.37007
C 0.31008 2.50328 0.33390
O -0.19810 1.32314 -0.12090
N 1.03235 2.42645 1.42664
N 1.03672 1.14406 1.86932
C 1.54803 0.82312 2.99749
C 1.38345 -0.57505 3.36274
C 1.92737 -1.12977 4.50449
C 1.72506 -2.48212 4.75350
C 0.98558 -3.22844 3.85031
C 0.46525 -2.60355 2.72974
N 0.64701 -1.30060 2.48056
H 1.63162 4.22220 1.48397
H 0.87921 6.99515 -0.47066
H -0.72284 6.93216 -2.34529
H -1.88055 4.82389 -2.95274
H -1.38749 2.76427 -1.69259
H 2.04687 1.54569 3.63454
H 2.50463 -0.51430 5.18138
H 2.14322 -2.94335 5.63846
H 0.80810 -4.28371 4.00282
H -0.10985 -3.16723 2.00760
C -0.40734 1.42753 -4.01978
C -0.33751 -0.08999 -4.19134
C 1.06850 -0.52739 -4.59598
C -0.84636 -0.80289 -2.95530
C -2.20296 -1.11045 -2.81583
C -2.68279 -1.89842 -1.77824
C -1.83068 -2.41833 -0.81388
C -2.32852 -3.44402 0.16092
C -0.47339 -2.02417 -0.86573
C 0.00002 -1.25417 -1.95587
H -0.08897 1.92507 -4.93547
H 0.25104 1.75942 -3.21161
H -1.42224 1.75952 -3.79522
H -1.01651 -0.36740 -5.00197
H 1.82697 -0.16520 -3.89504
H 1.31959 -0.10560 -5.56788
H 1.15263 -1.61266 -4.66990
H -2.89612 -0.77664 -3.58063
H -3.73121 -2.16842 -1.75796
H -3.41555 -3.45568 0.19714
H -1.96660 -3.28353 1.17655
H -1.99693 -4.43664 -0.15230
H 0.26082 -2.58520 -0.27894
H 1.06050 -1.08462 -2.05485
C -5.38081 2.77307 2.20080
C -5.92761 1.40109 1.82143
C -5.84881 1.15485 0.31887
C -5.26489 0.27579 2.62078
N -3.81976 0.15383 2.30652
C -2.78421 0.85496 2.79638
N -1.70615 0.44678 2.16417
N -2.12419 -0.48070 1.30923
N -3.38969 -0.67291 1.36943
H -5.97316 3.55538 1.72871
H -4.35250 2.91141 1.84894
H -5.41513 2.94840 3.27795
H -6.97503 1.34798 2.13079
H -4.81875 1.23853 -0.04368
H -6.43412 1.90321 -0.21307
H -6.23430 0.17240 0.04307
H -5.69572 -0.69643 2.39118
H -5.32756 0.44770 3.69452
H -2.84971 1.60083 3.57131
C 5.33599 -4.18284 -1.72353
Ge 4.95126 -2.76797 -0.45511
C 4.79371 -3.37481 1.39149
C 6.11997 -1.22094 -0.61799
C 3.07337 -2.16178 -0.91539
Se 2.56659 -0.66659 0.21806
C 3.02564 0.79474 -0.97730
H 6.32422 -4.59410 -1.51730
H 5.33679 -3.80250 -2.74447
H 4.61028 -4.99181 -1.64679
H 5.75631 -3.74156 1.74755
H 4.07739 -4.19410 1.47250
H 4.48788 -2.55942 2.05054
H 7.14235 -1.52354 -0.38993
H 5.85445 -0.42764 0.08288
H 6.11945 -0.82562 -1.63440
H 2.39035 -2.98760 -0.71233
H 2.97425 -1.86054 -1.95786
H 4.04647 0.61272 -1.30511
H 2.98262 1.72298 -0.41298
H 2.34323 0.82333 -1.82321
```

The total charge is +3. Its energy above the lowest of the compared OMol25 structures with the same formula, charge and spin is 0.2215 eV. The calculation puts the HOMO energy at -15.706 eV. For the max |F|, the calculation gives 0.2 eV Å⁻¹. The calculation puts the HOMO-LUMO gap at 5.79 eV.

Mulliken population analysis, charges in e, atoms 1 to 5: -0.6845 -0.5802 0.7151 -0.7791 -0.3861

=====

Entry 3:
Density functional theory data (ωB97M-V with the def2-TZVPD basis set) for the ion CO4S3 with charge -2.

```
8
Properties=species:S:1:pos:R:3
O 1.58735 -1.08309 0.36280
C 1.42382 0.09486 0.08144
S 2.73004 1.16542 -0.06219
O 0.23862 0.79527 -0.11775
S -1.30711 0.01140 -0.07783
O -1.42523 -0.70281 -1.29702
O -1.45809 -0.80215 1.11436
S -2.66265 1.43925 0.07351
```

The total charge is -2. Its energy above the lowest of the compared OMol25 structures with the same formula, charge and spin is 0.2875 eV. The calculation puts the HOMO energy at -0.211 eV. For the max |F|, the calculation gives 2.4 eV Å⁻¹. The calculation puts the HOMO-LUMO gap at 5.86 eV.

Mulliken population analysis, charges in e, atoms 1 to 5: -0.5490 0.3366 -0.6651 -0.2132 0.9081

=====

Look up the total charge of the second one.
+3

=====

Which of these has the highest max |F|?
C3H30NO14S

=====

The highest total charge belongs to which entry?
C33H48GeN7O2SeTi

=====

Number 1 is which compound?
C3H30NO14S